Density functional theory data (ωB97M-V with the def2-TZVPD basis set) for a structure of composition C18H28BrCuN3NbO3.

## Properties
energy = -5363.4124 Eh
relative energy (zero: lowest compared OMol25 entry of this formula, charge and spin) = 92.33 kcal per mole
orbital gap (spin up / spin down) = 2.7 / 2.7 eV
charge = +2
HOMO level (spin up / spin down) = -13.93 / -13.93 eV

Element x y z (Å)
N1 1.77 -0.36 -0.62
C1 3.61 -1.59 0.09
O1 4.65 -1.73 -0.39
Cu1 2.48 -0.16 -2.28
Nb1 0.00 -0.01 -0.54
N2 -0.92 -1.65 -1.41
N3 -0.27 1.75 -1.61
C2 -0.41 -3.01 -1.65
C3 0.26 3.09 -1.25
C4 0.75 -2.97 -2.64
C5 -1.47 -3.96 -2.21
C6 0.09 -3.59 -0.33
C7 0.30 4.08 -2.42
C8 -0.63 3.68 -0.17
C9 1.68 2.95 -0.71
H1 0.41 -2.57 -3.61
H2 1.13 -4.00 -2.77
H3 1.57 -2.34 -2.27
H4 -2.35 -4.01 -1.57
H5 -1.08 -4.99 -2.28
H6 -1.79 -3.69 -3.23
H7 0.96 -3.04 0.05
H8 0.37 -4.65 -0.49
H9 -0.72 -3.53 0.42
H10 0.75 3.64 -3.32
H11 0.89 4.96 -2.13
H12 -0.70 4.44 -2.67
H13 -1.64 3.79 -0.56
H14 -0.26 4.67 0.12
H15 -0.64 3.04 0.73
H16 1.75 2.28 0.16
H17 2.04 3.94 -0.40
H18 2.32 2.56 -1.50
C10 -1.31 1.75 -2.64
H19 -1.24 0.81 -3.22
H20 -2.33 1.84 -2.22
H21 -1.20 2.58 -3.35
C11 -2.23 -1.34 -1.94
H22 -3.02 -2.05 -1.65
H23 -2.55 -0.35 -1.55
H24 -2.22 -1.28 -3.04
Br1 0.79 2.66 3.06
C12 0.27 1.20 4.19
C13 0.17 1.42 5.57
C14 0.05 0.34 6.45
C15 -0.04 -0.97 5.95
C16 -0.06 -1.18 4.57
C17 0.06 -0.10 3.69
C18 0.03 -0.40 2.22
O2 0.51 -1.44 1.73
O3 -0.51 0.52 1.43
H25 0.19 2.43 5.95
H26 0.01 0.53 7.52
H27 -0.11 -1.82 6.62
H28 -0.15 -2.18 4.13